DFT (ωB97M-V with the def2-TZVPD basis set) results for a structure of composition C43H54BF2N7TeTi in a non-equilibrium geometry.

Total charge   -1
Multiplicity   2
Energy above the lowest of the compared OMol25 structures with the same formula, charge and spin   239.4 kJ/mol
HOMO-LUMO gap (alpha / beta)   5.04 / 5.12 eV
Total energy   -3396.45535 hartree
<S²>   0.80
LUMO energy (alpha / beta)   1.786 / 1.640 eV
HOMO level (alpha / beta)   -0.11949 / -0.12786 Eh

CARTESIAN COORDINATES (ANGSTROEM)
Ti -0.443 -0.493 0.738
C -1.374 -1.712 -2.357
C 0.158 -1.453 -2.326
N 0.404 -0.095 -1.869
C 0.121 0.896 -2.903
C -0.596 2.162 -2.369
N -1.363 1.908 -1.162
C -2.756 1.576 -1.353
C -2.895 0.229 -2.059
N -2.088 -0.819 -1.426
H -1.761 -1.567 -3.369
H -1.549 -2.754 -2.093
H 0.617 -2.139 -1.622
H 0.580 -1.654 -3.322
H 1.349 0.022 -1.512
H 1.038 1.211 -3.412
H -0.508 0.413 -3.653
H 0.165 2.904 -2.136
H -1.226 2.572 -3.174
H -1.271 2.688 -0.526
H -3.216 1.519 -0.366
H -3.304 2.329 -1.947
H -3.958 -0.036 -2.088
H -2.562 0.345 -3.090
H -2.673 -1.348 -0.794
N 6.560 -8.256 1.387
C 5.795 -7.405 1.257
C 4.852 -6.353 1.095
C 3.961 -6.353 0.019
C 3.042 -5.337 -0.131
C 2.971 -4.266 0.775
C 3.881 -4.280 1.849
C 4.793 -5.297 2.013
C 1.963 -3.212 0.654
C 0.605 -3.586 0.461
C 0.063 -4.882 0.401
C -1.322 -4.737 0.284
C -1.565 -3.375 0.291
N -0.413 -2.654 0.389
C 2.349 -1.869 0.880
C 3.684 -1.420 0.955
C 3.660 -0.100 1.387
C 2.331 0.250 1.526
N 1.499 -0.789 1.174
H 4.008 -7.159 -0.703
H 2.380 -5.340 -0.986
H 3.832 -3.486 2.580
H 5.467 -5.298 2.860
H 0.601 -5.811 0.480
H -2.064 -5.516 0.199
H -2.532 -2.901 0.253
H 4.554 -2.001 0.704
H 4.497 0.552 1.570
H 1.965 1.157 1.968
C 4.343 7.170 -4.520
C 3.781 6.098 -3.621
C 4.286 4.806 -3.622
C 3.817 3.836 -2.742
C 4.408 2.452 -2.809
C 2.812 4.143 -1.809
Te 2.229 2.724 -0.312
C 2.254 5.435 -1.850
C 1.136 5.836 -0.924
C 2.745 6.383 -2.742
H 5.045 6.751 -5.241
H 4.876 7.921 -3.931
H 3.548 7.684 -5.064
H 5.078 4.547 -4.320
H 5.152 2.381 -3.605
H 3.624 1.715 -2.995
H 4.874 2.185 -1.859
H 0.447 5.005 -0.771
H 0.586 6.692 -1.321
H 1.531 6.104 0.059
H 2.318 7.383 -2.744
F -0.015 1.476 2.931
B -0.370 1.471 1.601
F -0.908 2.694 1.349
C -4.646 3.289 2.089
C -4.516 1.819 1.787
C -5.568 1.107 1.216
C -5.435 -0.245 0.936
C -6.594 -1.040 0.391
C -4.220 -0.875 1.186
C -3.133 -0.190 1.733
C -3.335 1.154 2.073
N -1.886 -0.826 1.985
C -1.791 -1.481 3.322
C -2.155 -0.507 4.457
C -2.734 -2.692 3.416
C -0.358 -1.960 3.573
H -5.391 3.466 2.867
H -4.960 3.834 1.196
H -3.691 3.696 2.417
H -6.506 1.611 1.005
H -7.476 -0.412 0.271
H -6.848 -1.856 1.071
H -6.350 -1.485 -0.575
H -4.132 -1.933 0.959
H -2.548 1.685 2.583
H -3.160 -0.105 4.328
H -1.442 0.316 4.493
H -2.122 -1.038 5.410
H -3.776 -2.383 3.326
H -2.608 -3.176 4.386
H -2.502 -3.416 2.635
H 0.335 -1.119 3.521
H -0.063 -2.710 2.840
H -0.294 -2.407 4.565